Record 1
{
  "formula": "C9H21N2O3",
  "method": "wB97M-V/def2-TZVPD",
  "symbols": ["N", "C", "N", "C", "C", "C", "C", "C", "O", "C", "O", "C", "C", "O", "H", "H", "H", "H", "H", "H", "H", "H", "H", "H", "H", "H", "H", "H", "H", "H", "H", "H", "H", "H", "H"],
  "positions_angstrom": [[2.77942, -1.23965, 2.10665], [2.99628, -0.77989, 0.75041], [2.12976, 0.42926, 0.54266], [2.81235, 1.67627, 0.04865], [1.75716, 2.49958, -0.70700], [0.45952, 1.67904, -0.62269], [0.75679, 0.26125, -0.06617], [0.61440, -0.82312, -1.15451], [-0.39542, -1.72737, -0.75142], [-1.68591, -1.27315, -1.07389], [-2.53199, -1.89496, -0.17537], [-3.87184, -1.46333, -0.30722], [-4.20881, -0.31339, 0.65762], [-3.01528, 0.31933, 1.09763], [3.60845, -1.72037, 2.43078], [1.99126, -1.87772, 2.13028], [4.02140, -0.45167, 0.66093], [2.83294, -1.52643, -0.01622], [1.92440, 0.67012, 1.51330], [3.77420, 1.51758, -0.41576], [3.05355, 2.23178, 0.94956], [2.06337, 2.54386, -1.74141], [1.66320, 3.47601, -0.26972], [-0.27297, 2.12591, 0.04633], [-0.02550, 1.68150, -1.58657], [0.07527, 0.05063, 0.74402], [0.33368, -0.37369, -2.10001], [1.52381, -1.38422, -1.34006], [-1.91332, -1.52973, -2.11716], [-1.77408, -0.18532, -0.95119], [-4.48922, -2.31773, -0.06413], [-4.11610, -1.16431, -1.32439], [-4.81910, 0.40897, 0.12065], [-4.79731, -0.69294, 1.48611], [-3.25439, 1.16791, 1.49933]],
  "forces_ev_per_angstrom": [[-0.20, 0.05, -0.64], [0.46, -0.23, 0.52], [0.14, -0.13, 0.63], [-0.31, 1.19, 0.73], [0.38, -1.50, -0.25], [-0.44, 0.35, 0.80], [0.14, 0.95, -1.70], [-0.60, -0.31, 0.53], [0.58, -0.16, -0.09], [-0.05, 0.27, 0.17], [-0.08, -0.34, -0.24], [0.01, 0.11, 0.37], [-0.07, 0.12, -0.30], [0.17, 0.43, 0.18], [-0.11, -0.03, 0.22], [0.11, -0.14, 0.23], [0.23, 0.16, -0.03], [-0.28, 0.08, -0.18], [-0.01, -0.21, 0.11], [-0.13, -0.54, -0.60], [0.23, -0.06, 0.23], [0.02, 0.46, -0.28], [-0.04, 0.41, -0.07], [0.10, 0.31, 0.10], [-0.11, -0.39, -0.25], [-0.15, -0.39, 0.15], [0.08, 0.26, -0.24], [0.02, -0.15, 0.06], [-0.11, -0.15, -0.05], [0.19, 0.13, -0.03], [-0.17, -0.18, -0.01], [0.21, -0.04, -0.28], [-0.25, 0.09, -0.04], [0.06, -0.03, 0.35], [0.01, -0.38, -0.11]],
  "total_charge": 1,
  "smiles": "NC[N@H+]1CCC[C@H]1COCOCCO",
  "homo_energy_ev": -12.435
}



Record 2
{
  "formula": "C20H21FeO5S",
  "method": "wB97M-V/def2-TZVPD",
  "symbols": ["O", "C", "Fe", "C", "O", "C", "O", "C", "C", "C", "C", "C", "C", "H", "H", "H", "H", "H", "H", "H", "C", "O", "C", "C", "C", "C", "C", "C", "S", "C", "C", "O", "C", "C", "H", "H", "H", "H", "H", "H", "H", "H", "H", "H", "H", "H", "H", "H"],
  "positions_angstrom": [[-3.51975, -1.17845, 0.49529], [-2.55123, -0.70479, 0.89807], [-1.05951, -0.27424, 1.79034], [-1.66466, -1.12166, 3.29686], [-2.10404, -1.98222, 3.94659], [-0.19518, -1.69522, 1.04029], [0.14830, -2.74418, 0.67159], [-0.04343, 2.11001, -0.42509], [-1.41989, 2.41971, 0.19208], [-1.69266, 1.70265, 1.55504], [-0.59482, 1.55853, 2.48266], [0.53843, 1.02266, 1.81351], [0.50897, 1.03140, 0.36818], [-0.20447, 1.78319, -1.54405], [-1.49476, 3.50676, 0.35969], [-2.22241, 2.16946, -0.52415], [-2.71141, 1.85796, 1.93875], [-0.58002, 1.72441, 3.54878], [1.46658, 0.74416, 2.30238], [1.25315, 0.37066, -0.09946], [6.39775, 3.32237, 3.65464], [5.92180, 2.15640, 2.94919], [5.10236, 2.31943, 1.87609], [4.77378, 1.14360, 1.16057], [3.97164, 1.22866, 0.02862], [3.39063, 2.44331, -0.35199], [2.46459, 2.49775, -1.52766], [1.10648, 3.11765, -1.37704], [0.62817, 3.60752, -3.04942], [-0.45345, 5.00802, -2.64345], [1.94541, 4.56951, -3.92354], [2.76235, 1.87677, -2.61153], [3.70380, 3.61025, 0.35349], [4.58214, 3.56877, 1.45818], [7.01840, 2.89890, 4.44368], [6.99842, 3.96694, 2.99526], [5.56303, 3.89679, 4.08326], [5.16381, 0.19385, 1.50326], [3.79691, 0.31712, -0.53887], [1.09708, 4.01063, -0.69375], [-1.06193, 5.12658, -3.55377], [-1.08928, 4.75103, -1.78083], [0.14085, 5.91455, -2.44267], [1.53182, 4.78444, -4.92873], [2.14914, 5.51729, -3.39950], [2.84491, 3.94609, -4.02234], [3.27857, 4.55321, 0.02810], [4.83267, 4.48916, 1.97196]],
  "forces_ev_per_angstrom": [[1.82, 1.19, 0.64], [-3.30, -1.88, -1.55], [-0.27, 1.71, -0.26], [-2.46, -4.97, 3.55], [1.56, 3.34, -1.84], [2.10, -5.75, -1.61], [-1.01, 3.54, 0.96], [-1.80, -2.70, -2.45], [-0.33, 0.75, 0.04], [0.25, 1.47, 0.82], [0.15, 1.21, -1.20], [0.17, 0.96, -0.85], [3.14, 0.59, -0.56], [-0.56, -0.87, 2.14], [-0.26, -0.16, 0.28], [0.23, 0.00, 0.38], [0.55, 0.12, -0.11], [-0.38, -0.14, 0.06], [-0.17, -0.15, 0.02], [-0.24, 0.39, 0.11], [-0.25, -0.45, -0.35], [-0.09, 0.44, -0.12], [-0.29, 0.45, -0.21], [-0.12, 0.84, -0.11], [0.32, -0.22, 0.57], [-0.52, 0.54, -0.24], [0.01, -0.96, -0.97], [2.83, 2.17, 1.90], [0.02, 0.32, 0.20], [-0.28, -0.09, -0.46], [0.08, -0.05, -0.02], [-0.86, 0.96, 1.13], [0.48, -0.72, 0.68], [-0.29, -0.74, -0.42], [-0.05, 0.27, -0.04], [-0.17, -0.21, 0.16], [0.22, -0.18, -0.08], [0.11, 0.06, -0.05], [-0.14, 0.24, -0.04], [0.11, -0.45, -0.89], [0.06, 0.29, 0.51], [0.27, 0.05, -0.46], [-0.27, -0.48, -0.01], [0.08, -0.19, 0.56], [-0.10, -0.55, -0.06], [-0.45, 0.08, 0.19], [0.09, 0.03, 0.10], [0.03, -0.14, -0.02]],
  "total_charge": 1,
  "homo_energy_ev": [-7.492, -10.701],
  "s2": 6.0909,
  "multiplicity": 5
}



Record 3
{
  "formula": "C4H4F2N2",
  "method": "wB97M-V/def2-TZVPD",
  "symbols": ["C", "C", "C", "C", "H", "H", "H", "H", "N", "N", "F", "F"],
  "positions_angstrom": [[1.08523, 0.88143, -1.33530], [0.15947, 0.24668, -0.36221], [-1.65518, -0.21652, 0.73251], [-0.64279, -0.90846, 1.32136], [0.33596, 1.23252, -2.06523], [1.52472, 1.84052, -0.77799], [1.83249, 0.12401, -1.60492], [1.40531, -1.04690, 0.82504], [-1.09682, 0.55167, -0.27613], [0.49207, -0.52754, 0.63118], [-2.99273, -0.33005, 0.72174], [-0.44773, -1.84735, 2.18994]],
  "forces_ev_per_angstrom": [[-0.30, 1.70, 1.87], [-0.24, 2.19, -0.69], [0.40, 0.26, -1.51], [0.00, 1.21, -1.37], [1.15, -0.16, -0.43], [-0.49, -2.09, -1.48], [-0.04, 0.76, -0.55], [-1.81, 1.30, -0.60], [-1.84, -0.46, -0.20], [2.97, -3.55, 2.54], [0.74, 0.03, 0.92], [-0.53, -1.19, 1.50]],
  "smiles": "Cc1nc(F)c(F)[nH]1",
  "homo_energy_ev": -8.776
}



Record 4
{
  "formula": "C4H5ClN2",
  "method": "wB97M-V/def2-TZVPD",
  "symbols": ["C", "C", "C", "C", "N", "N", "Cl", "H", "H", "H", "H", "H"],
  "positions_angstrom": [[-0.50453, 0.99893, -1.46778], [-0.98851, 0.84759, -0.36554], [1.88426, -0.08069, 0.45557], [-1.53755, 0.44906, 0.93544], [1.70096, -1.16103, 0.00427], [1.13043, -2.18233, -0.32432], [3.08983, 1.12391, 0.41144], [-0.28907, 0.85340, -2.48222], [-1.38678, -0.68373, 1.03720], [-0.97473, 0.89440, 1.63993], [-2.51284, 0.89488, 1.14497], [0.38853, -1.95438, -0.98896]],
  "forces_ev_per_angstrom": [[-1.10, -0.55, 1.79], [0.21, -0.25, -1.28], [1.28, 1.38, 1.06], [-0.75, -1.75, -2.09], [-0.43, 1.15, -0.05], [-0.38, -1.85, -0.37], [-0.57, -0.71, -0.31], [0.44, 0.39, -0.73], [-0.84, 1.64, 0.01], [2.35, 1.29, 2.69], [-0.32, -0.80, -0.46], [0.11, 0.06, -0.26]],
  "homo_energy_ev": -8.815
}



Q: Number 3 is which compound?
A: C4H4F2N2